{
  "formula": "C4H14NO3",
  "method": "wB97M-V/def2-TZVPD",
  "lumo_ev": 3.8,
  "orbital_gap_ev": 8.29,
  "e_tot_ha": -441.27107,
  "max_force_ev_per_a": 1.45,
  "e_homo_ev": -4.5,
  "total_charge": -1,
  "elements": ["H", "N", "O", "C", "H", "H", "O", "H", "H", "C", "H", "H", "C", "H", "H", "H", "H", "C", "H", "O", "H", "H"],
  "xyz": [[1.193, -1.088, -1.544], [-0.225, -1.430, 0.082], [0.232, 2.831, 0.084], [1.097, -1.219, -0.455], [2.847, -0.371, 0.470], [-1.061, 2.518, 0.667], [1.916, 1.065, -0.631], [-0.611, 0.613, -0.505], [1.721, -2.109, -0.270], [-0.881, -2.597, -0.559], [-1.509, 2.749, 2.167], [1.202, 1.765, -0.455], [1.829, -0.034, 0.210], [-0.447, -2.708, -1.557], [1.420, 0.200, 1.200], [-0.727, -3.452, 0.103], [-2.030, -0.367, -0.351], [-1.026, -0.214, 0.075], [-1.301, 0.181, 1.060], [-1.906, 2.517, 1.329], [0.224, 3.614, -0.469], [-1.956, -2.463, -0.650]],
  "lowdin_charge": [0.114, -0.259, -0.361, -0.236, 0.095, -0.035, -0.138, 0.070, 0.103, -0.103, -0.021, -0.004, -0.309, 0.068, 0.118, 0.067, 0.075, -0.110, 0.069, -0.217, -0.047, 0.062]
}